a.
Molecular formula: C4H9OP
Method: DFT, wB97M-V/def2-TZVPD

The geometry in XYZ format:
```
15
Properties=species:S:1:pos:R:3:mulliken_charge:R:1
C 0.337 0.346 -0.200 -0.7935
C 0.281 1.386 0.659 -0.0537
C -0.348 -0.442 -2.178 -0.2693
C 1.012 1.580 1.928 -0.9556
O -1.136 -1.478 -1.757 -0.3216
P -1.407 -1.877 -0.161 0.1434
H 1.062 -0.424 -0.111 0.3741
H -0.921 0.402 -2.313 0.3360
H -0.517 1.983 0.576 0.3320
H 0.556 -0.660 -2.683 0.3344
H 2.020 2.186 1.797 0.2293
H 1.474 0.617 2.412 0.2829
H 0.491 2.125 2.705 0.3125
H -2.317 -2.757 -0.600 0.0300
H -0.587 -2.988 -0.074 0.0192
```

Properties
HOMO-LUMO gap: 9.1 eV
highest occupied orbital energy: -8.72 eV
total charge: 0


b.
Molecular formula: C4H9OP
Method: DFT, wB97M-V/def2-TZVPD

The geometry in XYZ format:
```
15
Properties=species:S:1:pos:R:3:mulliken_charge:R:1
C -2.144 -0.453 0.622 -0.9582
C 2.635 -0.385 0.077 -0.9822
C -1.509 -0.265 -0.750 -0.2296
C 1.585 0.668 0.077 -0.2213
O -0.603 2.159 -0.174 -0.6149
P -0.088 0.793 -0.387 0.4056
H -1.678 0.278 1.341 0.3294
H -2.179 -1.527 1.101 0.2589
H -3.312 -0.159 0.612 0.2438
H 3.316 -0.551 0.961 0.2863
H 2.228 -1.305 -0.090 0.3355
H 3.286 -0.207 -0.845 0.2423
H -2.137 0.405 -1.289 0.2470
H -1.299 -1.173 -1.463 0.3548
H 1.899 1.721 0.207 0.3026
```

Properties
HOMO-LUMO gap: 8.7 eV
highest occupied orbital energy: -8.09 eV
total charge: 0


Most stable pick: b. Distance to second place: 71.4 kcal/mol.


a.
Molecular formula: C4H9OP
Method: DFT, wB97M-V/def2-TZVPD

The geometry in XYZ format:
```
15
Properties=species:S:1:pos:R:3:mulliken_charge:R:1
C -3.253 -0.653 0.121 -0.5353
P -2.035 0.154 -0.521 0.1104
O -0.742 -0.097 0.815 -0.4415
C 0.602 0.274 0.554 0.5218
C 1.298 -0.968 0.016 -1.0821
C 0.700 1.444 -0.355 -1.2383
H -4.223 -0.612 -0.283 0.2895
H -3.250 -1.179 0.991 0.2895
H 1.087 0.356 1.583 0.2416
H 0.624 -1.258 -0.900 0.1972
H 2.327 -0.895 -0.469 0.3320
H 1.454 -1.690 0.755 0.3370
H 0.192 1.154 -1.377 0.2693
H 1.700 1.667 -0.610 0.4421
H 0.179 2.339 0.159 0.2666
```

Properties
HOMO-LUMO gap: 9.8 eV
highest occupied orbital energy: -9.30 eV
total charge: 0
SMILES: C=POC(C)C


b.
Molecular formula: C4H9OP
Method: DFT, wB97M-V/def2-TZVPD

The geometry in XYZ format:
```
15
Properties=species:S:1:pos:R:3:mulliken_charge:R:1
O -1.407 0.223 -0.966 -0.4922
P -1.601 -0.200 0.420 0.2204
H -1.480 0.644 1.412 0.1108
H -0.830 -1.345 0.621 0.0769
H -2.872 -0.928 0.721 0.0607
C -0.143 2.491 0.084 -0.4607
C 0.389 1.309 0.122 0.0494
C 1.142 0.246 0.315 -0.4139
C 1.275 -0.764 -0.749 -0.7009
H -1.242 2.495 0.213 0.1992
H 0.482 3.367 -0.299 0.2284
H 1.753 0.148 1.217 0.3184
H 0.282 -1.282 -0.738 0.2346
H 2.055 -1.437 -0.383 0.3000
H 1.503 -0.214 -1.704 0.2688
```

Properties
HOMO-LUMO gap: 9.8 eV
highest occupied orbital energy: -8.93 eV
total charge: 0
SMILES: O=[PH3].C=C=CC


Most stable pick: a. Distance to second place: 39.8 kcal/mol.


a.
Molecular formula: C4H5N3O2
Method: DFT, wB97M-V/def2-TZVPD

The geometry in XYZ format:
```
14
Properties=species:S:1:pos:R:3:mulliken_charge:R:1
O 2.449 -1.516 0.019 -0.3767
C 1.822 -0.772 0.693 -0.0536
C 1.072 0.497 0.252 0.1465
O 1.629 1.084 -1.098 -0.5420
N -0.279 0.230 -0.014 0.5537
C -1.272 0.059 0.876 0.0938
N -2.374 -0.191 0.248 -0.6005
C -2.041 -0.275 -1.035 -0.1578
N -0.763 0.052 -1.241 -0.8812
H 1.678 -1.100 1.798 0.2786
H 1.119 1.270 0.949 0.3486
H 0.896 0.891 -1.719 0.4241
H -1.061 0.075 1.954 0.3688
H -2.874 -0.303 -1.683 0.3977
```

Properties
HOMO-LUMO gap: 10.6 eV
highest occupied orbital energy: -10.25 eV
total charge: 0
SMILES: O=C[C@@H](O)n1cncn1


b.
Molecular formula: C4H5N3O2
Method: DFT, wB97M-V/def2-TZVPD

The geometry in XYZ format:
```
14
Properties=species:S:1:pos:R:3:mulliken_charge:R:1
C 2.614 0.596 -0.096 -0.0043
C 1.571 -0.565 0.213 -0.4442
C 0.129 -0.104 -0.126 0.4677
C -2.413 0.636 -0.337 0.0454
H 2.347 1.558 0.221 0.4071
H 1.292 -0.824 1.587 0.2544
H 1.865 -1.918 -0.077 0.2945
H -3.464 0.724 -0.564 0.3888
H -2.811 -1.285 0.253 0.3287
N -0.207 1.156 -0.071 -0.2300
N -1.600 1.657 0.113 -0.5103
N -2.157 -0.755 -0.529 -0.3323
O 3.676 0.245 -0.567 -0.4413
O -0.843 -1.119 -0.022 -0.2241
```

Properties
HOMO-LUMO gap: 8.8 eV
highest occupied orbital energy: -9.01 eV
total charge: 0


c.
Molecular formula: C4H5N3O2
Method: DFT, wB97M-V/def2-TZVPD

The geometry in XYZ format:
```
14
Properties=species:S:1:pos:R:3:mulliken_charge:R:1
C -1.817 -0.592 -0.479 -0.4186
C -0.965 -0.041 0.605 0.0762
C 0.735 0.749 0.056 0.4943
C 0.499 -0.568 0.432 0.3679
H -3.442 0.031 -0.972 0.3314
H -1.436 -0.277 -1.530 0.2956
H -1.739 -1.706 -0.285 0.2346
H -1.469 0.048 1.572 0.3581
H 3.468 -0.585 -0.243 0.2468
N 2.013 0.955 -0.372 -0.6490
N 2.476 -0.348 -0.248 0.1801
N 1.522 -1.265 0.183 -0.6173
O -3.038 -0.066 -0.091 -0.4791
O -0.483 1.293 0.196 -0.4211
```

Properties
HOMO-LUMO gap: 9.8 eV
highest occupied orbital energy: -9.12 eV
total charge: 0


Most stable pick: a. Distance to second place: 59.4 kcal/mol.


a.
Molecular formula: C2H9N4
Method: DFT, wB97M-V/def2-TZVPD

The geometry in XYZ format:
```
15
Properties=species:S:1:pos:R:3:mulliken_charge:R:1
N -0.616 -0.765 1.694 -0.6268
N 0.095 -0.827 0.413 -0.0369
C -0.664 -1.077 -0.754 -0.5533
C 0.088 0.345 -0.327 0.3837
N -0.450 1.578 -0.035 -0.5781
N 1.614 0.625 -0.733 -0.3640
H -0.618 -1.643 2.199 0.2878
H -1.578 -0.787 1.409 0.2254
H -1.738 -1.169 -0.627 0.3124
H -0.150 -1.798 -1.456 0.2173
H -0.464 1.622 0.981 0.3213
H -1.391 1.775 -0.483 0.3050
H 2.045 0.874 0.242 0.4051
H 1.637 1.373 -1.470 0.3677
H 2.191 -0.126 -1.053 0.3335
```

Properties
HOMO-LUMO gap: 10.9 eV
highest occupied orbital energy: -14.31 eV
total charge: +1
SMILES: NN1C[C@]1(N)[NH3+]


b.
Molecular formula: C2H9N4
Method: DFT, wB97M-V/def2-TZVPD

The geometry in XYZ format:
```
15
Properties=species:S:1:pos:R:3:mulliken_charge:R:1
C 2.104 0.392 -0.103 0.4033
C -2.121 0.312 -0.094 -0.8026
N 1.408 1.377 -0.291 -0.5883
N 2.693 -0.629 -0.070 -0.2884
N -0.028 -1.021 0.542 -0.5476
N -0.735 -0.052 -0.280 -0.0806
H -2.448 0.755 -1.037 0.3599
H -2.848 -0.423 0.279 0.3065
H -2.113 1.065 0.653 0.3405
H 1.618 2.328 0.023 0.2347
H 3.023 -1.496 0.312 0.3187
H 0.290 -0.802 1.415 0.2296
H -0.080 -1.977 0.246 0.2131
H 0.035 0.739 -0.365 0.4928
H -0.797 -0.566 -1.227 0.4086
```

Properties
HOMO-LUMO gap: 11.0 eV
highest occupied orbital energy: -14.21 eV
total charge: +1


c.
Molecular formula: C2H9N4
Method: DFT, wB97M-V/def2-TZVPD

The geometry in XYZ format:
```
15
Properties=species:S:1:pos:R:3:mulliken_charge:R:1
N -0.845 -1.171 1.497 -0.5629
N -0.578 0.169 1.545 -0.2502
C -0.490 0.799 0.171 -0.3551
C 0.516 0.328 -0.800 0.4268
N 0.841 -0.946 -0.783 -0.3202
N 0.985 1.057 -1.759 -0.3149
H -1.786 -1.518 1.832 0.2540
H -0.202 -1.603 2.087 0.2383
H -1.313 0.636 2.053 0.2319
H -0.402 1.783 0.479 0.4341
H -1.325 0.730 -0.536 0.2876
H 1.208 -1.494 -1.623 0.2666
H 0.847 -1.525 0.035 0.2192
H 1.063 2.085 -1.728 0.2570
H 1.481 0.671 -2.471 0.1880
```

Properties
HOMO-LUMO gap: 10.0 eV
highest occupied orbital energy: -13.42 eV
total charge: +1
SMILES: NNCC(N)=[NH2+]


Most stable pick: c. Distance to second place: 33.5 kcal/mol.